Density functional theory data (ωB97M-V with the def2-TZVPD basis set) for a cluster of 15 separate species, C49H99N11O36P2 in total.

Results
Net charge ... 0
DFT total energy ... -161089.330 eV
Kohn-Sham gap ... 7.77 eV

```
197
Properties=species:S:1:pos:R:3:forces:R:3:lowdin_charge:R:1
C -1.983597 -3.556262 -2.108042 -0.9 -0.2 1.5 0.04
N -1.553528 -2.637089 -3.155352 0.8 0.4 -1.4 -0.42
O -0.462281 -2.758344 -3.687489 -0.2 -0.6 0.7 0.07
O -2.333548 -1.769213 -3.491815 -0.6 0.2 0.2 0.06
H -1.182906 -3.869657 -1.443298 0.3 0.0 -0.5 0.08
H -2.526323 -4.411999 -2.503896 0.4 0.0 -0.4 0.12
H -2.722658 -3.019690 -1.512161 0.0 0.1 -0.1 0.08
C -1.728043 1.481039 -3.979484 0.3 0.2 1.0 0.04
N -2.075313 2.366613 -5.125797 1.2 -0.7 0.1 -0.42
O -1.313231 3.283129 -5.363271 -0.3 0.3 0.0 0.07
O -3.030079 2.056477 -5.800981 -0.5 0.2 0.0 0.06
H -0.864552 1.872207 -3.448176 0.0 0.3 -0.3 0.09
H -1.447861 0.482150 -4.305698 -0.4 0.0 -0.4 0.09
H -2.557019 1.494995 -3.274196 -0.2 -0.2 -0.3 0.07
C 0.023420 -1.623276 5.165724 0.6 -0.1 0.7 0.06
N 0.936918 -2.802686 5.115017 0.9 -0.3 -0.5 -0.44
O 1.389203 -3.123158 4.030737 -0.4 0.2 0.0 0.06
O 1.253193 -3.342460 6.157620 -0.4 0.2 0.0 0.06
H 0.613161 -0.771611 4.834984 0.0 -0.1 -0.1 0.08
H -0.187508 -1.535057 6.227363 -0.5 0.2 -0.2 0.10
H -0.821912 -1.786877 4.506366 0.0 -0.1 0.1 0.09
C -1.000999 4.483790 0.527617 0.0 -0.4 -0.5 0.05
N -1.337540 5.671154 1.345904 0.2 -0.1 0.4 -0.41
O -1.284702 5.461094 2.538685 0.1 0.3 0.3 0.05
O -1.689368 6.719029 0.845376 0.2 -0.2 -0.3 0.08
H -1.811005 3.799360 0.775090 0.0 -0.2 -0.4 0.11
H -0.075458 4.017558 0.847396 -0.1 0.2 0.4 0.05
H -0.885840 4.695700 -0.531418 -0.5 0.2 0.0 0.10
C 2.522709 4.788236 0.919772 -0.6 -0.1 0.3 0.03
N 3.916941 4.312389 0.917318 1.0 -0.3 -0.5 -0.43
O 4.672726 4.689087 0.042385 -0.4 0.3 -0.1 0.07
O 4.243388 3.511077 1.768575 -0.4 0.1 0.3 0.05
H 1.919556 4.008025 0.453669 0.2 -0.1 0.0 0.06
H 2.398239 5.708253 0.358256 0.3 0.0 0.1 0.11
H 2.243097 4.870907 1.967067 -0.1 0.2 -0.1 0.10
C -4.958922 0.267459 3.252915 -0.5 0.6 -0.4 -0.01
C -4.793382 1.212244 2.053979 -1.5 -0.7 -0.1 -0.29
C -6.134326 1.748486 1.481641 0.0 -1.4 0.1 -0.09
O -5.912443 3.122237 1.237757 0.1 -0.2 0.6 0.08
C -4.813496 3.492148 1.940975 -0.9 1.2 -0.8 -0.57
O -4.483191 4.635415 2.054723 0.4 -0.4 0.1 0.15
O -4.199182 2.442141 2.461029 1.4 -0.7 0.3 0.10
H -5.669356 0.734262 3.937310 0.3 0.0 0.3 0.09
H -4.020801 0.038370 3.753573 0.0 0.1 0.0 0.08
H -5.422638 -0.668692 2.937731 0.1 0.0 -0.2 0.07
H -4.316200 0.657186 1.244489 0.9 0.7 0.0 0.12
H -6.897939 1.519927 2.230829 -0.3 0.7 0.0 0.13
H -6.428682 1.257398 0.556368 0.1 0.1 -0.1 0.13
C 5.377256 1.002188 0.091962 0.3 0.2 -0.6 -0.01
C 5.771902 0.248035 -1.165745 0.2 -0.3 0.4 -0.31
C 4.975568 -1.013710 -1.449529 0.2 -0.2 -0.2 -0.09
O 4.647188 -0.882239 -2.831729 -0.3 -0.8 -0.2 0.06
C 5.057374 0.289139 -3.323840 -0.7 0.9 0.2 -0.56
O 4.870340 0.663977 -4.442120 0.3 -0.2 0.3 0.16
O 5.587388 1.049001 -2.332754 -0.1 0.1 -0.5 0.08
H 4.366781 1.410702 0.037740 -0.1 -0.2 -0.3 0.07
H 6.034107 1.866236 0.181893 0.1 -0.1 0.4 0.09
H 5.408553 0.348386 0.962874 0.3 0.1 0.1 0.10
H 6.810439 -0.090451 -1.209127 0.2 0.6 0.6 0.15
H 4.092963 -1.137825 -0.820242 -0.2 0.1 -0.3 0.12
H 5.632228 -1.878225 -1.360135 -0.3 -0.2 0.2 0.13
C -7.176385 0.212548 -5.388974 -0.9 -0.5 -0.2 -0.03
C -5.951539 -0.262918 -4.658223 -0.1 -0.6 -0.7 -0.30
C -5.477330 0.628020 -3.539502 0.2 0.6 -0.5 -0.10
O -5.011885 -0.276187 -2.560832 0.3 -0.2 0.9 0.05
C -5.482869 -1.502715 -2.799452 -0.2 0.1 -0.4 -0.56
O -5.286061 -2.445904 -2.087477 -0.2 0.0 -0.1 0.12
O -6.208093 -1.489668 -3.939069 0.0 -0.7 0.3 0.09
H -6.941971 1.098486 -5.978033 -0.1 0.2 0.2 0.10
H -8.045393 0.345537 -4.739445 0.3 0.6 0.3 0.09
H -7.582028 -0.520143 -6.091491 0.6 -0.2 -0.1 0.09
H -5.196405 -0.510298 -5.409207 0.3 0.2 0.3 0.16
H -6.323491 1.208898 -3.166617 0.2 0.1 0.3 0.14
H -4.625453 1.252162 -3.795026 -0.3 0.2 -0.2 0.10
C -2.662098 6.739975 -3.565916 0.8 0.5 1.0 -0.01
C -2.839436 6.137681 -2.168819 -0.6 0.4 -0.8 -0.29
C -4.176931 6.443324 -1.470938 0.5 0.4 -1.4 -0.08
O -4.692747 5.146574 -1.222278 -0.5 0.0 0.4 0.08
C -3.954649 4.193514 -1.827477 -0.4 0.0 0.8 -0.56
O -4.229316 3.029345 -1.764525 0.1 0.0 -0.3 0.14
O -2.890660 4.715465 -2.429419 0.2 -0.1 0.5 0.07
H -1.695033 6.389419 -3.925858 -0.1 0.0 -0.3 0.08
H -2.615096 7.830165 -3.530626 -0.1 0.0 0.0 0.09
H -3.458128 6.435911 -4.240922 0.0 -0.1 0.1 0.10
H -2.084717 6.362786 -1.414580 0.5 -0.2 -0.6 0.11
H -4.822830 6.999517 -2.155262 -0.3 -0.3 0.0 0.13
H -4.015511 7.085424 -0.607652 -0.2 -0.6 0.5 0.13
C 2.678918 3.349038 -2.565800 -0.9 0.9 0.1 -0.01
C 1.953951 3.237759 -3.900398 1.4 -0.7 0.1 -0.29
C 2.890119 3.188230 -5.094575 0.9 0.8 -0.6 -0.08
O 2.290830 2.215262 -5.969824 0.8 0.5 -0.1 0.10
C 1.559521 1.404675 -5.220750 -1.7 -0.1 0.0 -0.58
O 0.943860 0.448805 -5.599455 0.7 0.1 0.2 0.15
O 1.427736 1.912054 -3.971355 -0.5 -0.5 0.3 0.03
H 3.236660 4.285066 -2.486368 0.2 -0.1 -0.2 0.09
H 3.329092 2.498997 -2.375389 0.0 0.0 -0.1 0.08
H 1.894210 3.409048 -1.808456 0.2 -0.3 0.2 0.06
H 1.152175 3.967288 -4.026486 -0.1 -0.1 0.0 0.15
H 3.917716 2.899322 -4.860449 -0.3 -0.6 0.4 0.12
H 3.057788 4.135135 -5.610307 -0.7 0.0 -0.2 0.14
C 5.513808 0.535670 9.263053 0.0 -0.8 0.4 -0.02
C 5.068662 -0.505432 8.232584 0.1 1.2 0.7 -0.28
C 3.605937 -0.997543 8.301630 0.6 -0.1 -0.5 -0.06
O 3.100175 -0.674215 7.007545 -0.8 0.1 0.0 0.05
C 3.946038 0.109119 6.331638 0.3 -0.8 -0.8 -0.58
O 3.723225 0.556879 5.244469 -0.1 0.2 0.4 0.14
O 5.112152 0.185364 6.975666 0.4 0.1 -0.3 0.08
H 5.741974 0.048165 10.214281 -0.2 0.0 0.1 0.09
H 4.749589 1.294394 9.423344 0.1 0.1 -0.1 0.09
H 6.455130 0.984267 8.951095 -0.1 0.1 -0.2 0.09
H 5.781505 -1.329588 8.243368 -0.1 0.0 -0.4 0.15
H 2.987360 -0.480447 9.032968 0.1 -0.2 0.2 0.14
H 3.583290 -2.082389 8.373169 -0.3 0.1 0.4 0.13
C -5.605277 -3.327304 1.306146 0.0 -0.4 0.5 -0.02
C -5.104633 -4.774991 1.369310 0.8 1.6 0.3 -0.27
C -4.847922 -5.434595 0.025156 -0.4 -1.3 -0.3 -0.06
O -3.435652 -5.689997 0.013779 -0.4 -0.3 -1.3 0.08
C -2.855669 -5.230736 1.095615 0.5 0.5 1.9 -0.60
O -1.691680 -5.290389 1.367464 -0.3 0.1 -0.5 0.14
O -3.771870 -4.683887 1.940530 0.2 -0.3 -0.4 0.06
H -5.487999 -2.912988 2.309267 -0.3 0.0 0.1 0.07
H -6.651182 -3.264009 1.008276 0.0 0.0 -0.1 0.09
H -4.979654 -2.706483 0.664489 -0.1 -0.3 -0.3 0.07
H -5.647791 -5.387300 2.086337 -0.4 0.0 -0.3 0.15
H -5.123616 -4.924794 -0.897088 0.1 0.6 0.3 0.13
H -5.365811 -6.394824 -0.025071 0.2 -0.1 0.0 0.13
C 0.466177 4.463850 5.740606 0.0 0.5 0.3 -0.01
C -0.953551 4.569716 6.246500 -0.7 -0.7 -0.5 -0.29
C -2.040692 4.014075 5.294409 0.4 0.7 0.3 -0.09
O -2.286611 2.707527 5.783589 0.0 -0.7 0.0 0.06
C -1.797787 2.583360 7.031922 -0.1 0.4 0.4 -0.57
O -1.972387 1.662746 7.767081 0.0 -0.2 -0.3 0.15
O -1.110219 3.689876 7.376556 0.1 0.2 0.1 0.08
H 0.594690 3.575384 5.122278 0.1 0.0 0.0 0.08
H 1.130088 4.406627 6.603190 0.1 0.0 -0.1 0.09
H 0.729094 5.363612 5.183788 0.0 -0.1 -0.2 0.09
H -1.282919 5.566418 6.532828 0.5 0.1 0.3 0.15
H -1.723861 3.967286 4.256946 -0.2 0.0 0.0 0.10
H -2.936922 4.620171 5.434104 -0.1 -0.2 -0.4 0.14
O 0.332798 1.787118 -0.440360 -0.6 -0.2 0.0 -0.27
P 0.127886 0.562466 0.380482 -0.2 -1.2 -0.5 0.55
N -1.458037 -0.022370 0.469545 0.0 1.4 0.6 -0.28
C -1.873281 -1.140159 1.295957 0.3 0.5 0.5 -0.10
C -2.295195 0.189649 -0.720457 0.5 0.8 0.2 -0.09
N 0.687061 0.712107 1.936044 -0.2 -0.7 -0.2 -0.29
C -0.098344 1.443173 2.925949 0.6 0.1 -0.7 -0.09
C 2.129416 0.974027 2.026441 -0.4 0.2 0.4 -0.08
N 0.935902 -0.738091 -0.293060 0.9 0.1 0.6 -0.28
C 1.118762 -2.023712 0.355845 -0.7 0.1 0.6 -0.10
C 1.220732 -0.749373 -1.711406 0.3 0.7 -0.3 -0.08
H -1.327056 -1.199525 2.239870 0.5 0.0 -0.3 0.06
H -1.751883 -2.083076 0.758418 -0.4 -0.2 0.2 0.08
H -2.883515 -0.935676 1.658564 -0.3 -0.5 -0.4 0.06
H -2.670182 1.216040 -0.765351 0.0 0.0 0.1 0.07
H -3.172724 -0.452555 -0.688427 0.2 -0.3 -0.2 0.07
H -1.688687 0.061650 -1.617794 -0.3 -0.4 -0.2 0.05
H -1.152401 1.193891 2.817929 0.0 0.1 0.2 0.08
H 0.305207 1.190188 3.906896 -0.3 0.1 0.1 0.07
H 0.052251 2.517143 2.757851 -0.3 0.1 0.3 0.07
H 2.424592 0.818029 3.065108 0.3 -0.3 -0.1 0.07
H 2.662922 0.337009 1.326163 0.1 -0.1 0.2 0.07
H 2.384411 2.014816 1.811472 -0.1 0.1 -0.2 0.06
H 0.813189 -1.985298 1.403101 0.4 0.2 0.1 0.07
H 0.477441 -2.820077 -0.041103 0.1 0.0 -0.4 0.07
H 2.160398 -2.336621 0.280262 0.0 -0.1 0.1 0.06
H 1.949995 -1.517670 -1.974536 -0.2 -0.2 0.2 0.07
H 1.694026 0.198050 -1.976972 -0.4 0.0 -0.3 0.07
H 0.309921 -0.914470 -2.290450 0.2 0.1 -0.3 0.06
O 3.184754 -7.729226 -3.429757 -0.5 0.9 0.1 -0.28
P 3.695198 -6.360249 -3.179651 0.3 0.9 0.7 0.55
N 2.984499 -5.511660 -1.885271 0.3 -1.2 1.1 -0.30
C 3.544511 -4.343409 -1.253854 0.6 1.2 -1.3 -0.15
C 1.550970 -5.680244 -1.646175 0.6 -0.5 -0.7 -0.09
N 3.536667 -5.307562 -4.473034 0.9 -0.8 0.0 -0.31
C 4.281702 -4.062720 -4.593355 -0.9 0.3 0.3 -0.10
C 2.434600 -5.491566 -5.383435 -0.3 -0.2 -0.4 -0.11
N 5.318337 -6.300750 -2.746631 0.5 0.6 0.0 -0.32
C 5.718005 -6.834986 -1.448709 -0.6 -1.0 -0.1 -0.12
C 6.321478 -6.656754 -3.749844 -1.1 0.5 -0.8 -0.12
H 3.093834 -3.438883 -1.688915 -0.2 0.1 0.1 0.06
H 4.599220 -4.213092 -1.506350 0.0 -0.4 0.0 0.07
H 3.469206 -4.211404 -0.171421 -0.3 -0.8 0.1 0.08
H 1.318591 -6.728185 -1.842407 -0.3 0.1 0.0 0.08
H 1.008031 -5.041224 -2.351911 -0.4 0.1 0.3 0.07
H 1.305191 -5.470154 -0.605482 0.0 0.2 0.0 0.08
H 3.762965 -3.221624 -4.117817 0.0 0.0 0.2 0.07
H 5.263663 -4.141890 -4.132824 0.1 0.0 -0.3 0.07
H 4.305058 -3.787443 -5.649084 0.5 -0.1 0.0 0.09
H 2.728144 -5.229447 -6.404578 0.1 -0.1 0.0 0.08
H 2.148015 -6.542867 -5.358843 -0.1 0.1 -0.1 0.07
H 1.562519 -4.865228 -5.160947 0.0 0.0 0.2 0.08
H 5.728779 -7.930396 -1.529748 -0.1 -0.1 0.2 0.09
H 6.739104 -6.576344 -1.166613 -0.1 0.5 -0.1 0.08
H 5.005763 -6.576131 -0.667645 0.1 0.2 0.0 0.07
H 6.343675 -7.732650 -3.942640 0.4 -0.1 0.3 0.09
H 7.274594 -6.211059 -3.471363 0.2 -0.4 0.1 0.08
H 6.016841 -6.208387 -4.699626 0.1 0.0 0.0 0.07
```
Positions in Å, forces in eV/Å.